Below is a structure of composition C48H120N8 at a distorted geometry, with properties calculated with wB97M-V/def2-TZVPD.

```
176
Properties=species:S:1:pos:R:3:forces:R:3:lowdin_charge:R:1
C 1.2055 -3.0519 4.9438 -0.49 -1.05 -0.27 -0.07
C 1.7105 -3.3005 3.5214 0.44 0.17 2.15 -0.27
N 3.1668 -3.3863 3.4578 0.22 0.84 1.06 -0.16
C 3.8176 -4.1580 4.5397 -0.06 -0.64 -1.62 -0.21
C 3.5418 -5.7059 4.4518 0.82 0.67 1.70 -0.07
C 3.5690 -3.6512 2.0891 4.39 2.60 4.20 -0.20
C 3.5455 -2.2250 1.3468 2.88 -0.82 2.47 -0.03
H 1.3201 -3.9320 5.5765 0.66 0.26 0.40 0.07
H 0.1178 -2.9960 4.8997 -0.14 0.57 -0.11 0.07
H 1.6408 -2.1236 5.3137 -0.07 -0.25 0.38 0.09
H 1.2807 -4.2186 3.1208 0.00 0.81 0.49 0.06
H 1.2909 -2.3917 3.0900 0.64 -0.25 -1.02 0.09
H 4.8976 -4.0607 4.4286 0.14 0.08 -0.51 0.10
H 3.7153 -3.6650 5.5064 -0.95 -0.35 0.03 0.10
H 2.5226 -6.0568 4.2901 0.05 0.33 -0.58 0.06
H 4.3165 -6.1688 3.8406 -0.57 -0.05 -0.60 0.07
H 3.7791 -6.1132 5.4346 0.02 -0.09 0.31 0.06
H 2.9791 -4.4467 1.6339 3.75 -1.16 3.82 0.04
H 4.6163 -3.9531 2.0835 0.18 -0.09 0.16 0.13
H 3.4356 -2.2571 0.2628 4.89 -2.59 1.07 0.06
H 4.3532 -1.5027 1.4654 1.35 -0.93 0.73 0.11
H 2.7746 -1.5150 1.6461 0.10 -1.03 0.95 0.07
C 5.4413 0.2396 -1.5468 -0.36 -0.07 2.18 -0.07
C 6.0795 1.5195 -0.9424 0.34 -0.43 -2.45 -0.23
N 5.6349 2.5951 -1.8534 -0.39 0.48 0.48 -0.23
C 4.9139 3.6615 -1.1322 -0.79 -1.69 -1.29 -0.21
C 3.4998 3.1296 -0.7849 2.69 1.00 -0.49 -0.11
C 6.6361 3.0763 -2.7994 -0.74 -0.80 0.03 -0.24
C 7.0654 2.0389 -3.9180 0.16 1.16 1.24 -0.07
H 5.9777 -0.0706 -2.4436 -0.33 -0.09 0.19 0.06
H 4.3683 0.3585 -1.6970 0.10 0.52 -0.61 0.06
H 5.3995 -0.5216 -0.7679 0.73 -0.68 -0.13 0.05
H 6.0308 1.7129 0.1292 -1.10 0.06 0.02 0.11
H 7.1587 1.4022 -1.0406 0.39 -0.01 -0.27 0.10
H 5.4674 3.8962 -0.2231 -0.05 0.66 0.17 0.11
H 4.7879 4.4888 -1.8306 0.30 0.33 0.33 0.11
H 2.9361 2.8070 -1.6604 0.17 0.27 0.01 0.10
H 3.6295 2.2891 -0.1031 0.13 -0.34 -0.48 0.07
H 2.9894 3.8773 -0.1779 0.97 0.40 -1.94 0.04
H 7.4362 3.4670 -2.1707 1.04 -0.12 -0.50 0.11
H 6.2017 3.9484 -3.2881 -0.01 -0.04 -0.19 0.10
H 6.3078 1.8118 -4.6680 -0.26 0.38 0.22 0.07
H 7.3779 1.0775 -3.5102 0.28 0.20 0.11 0.05
H 7.9021 2.5467 -4.3978 0.16 -0.42 -0.29 0.06
C 1.5362 3.0939 0.7993 -0.53 0.55 2.15 -0.11
C 0.8407 1.9727 0.0082 1.00 -0.32 1.45 -0.23
N 1.1875 0.6788 0.5731 1.75 -0.92 -2.05 -0.15
C 1.1509 -0.3753 -0.4494 1.08 0.62 0.65 -0.16
C 1.6107 -1.8094 -0.0424 -1.91 3.32 -0.95 -0.17
C 0.7084 0.3535 1.8608 -0.09 0.21 1.02 -0.20
C -0.7866 0.1210 2.1031 -0.41 -1.85 1.45 -0.06
H 1.3552 4.1195 0.4776 -0.42 -0.10 -0.60 0.08
H 2.6257 3.0926 0.8319 -1.79 -1.28 1.38 0.04
H 1.2168 3.1786 1.8380 -0.12 -0.68 0.01 0.06
H -0.2425 2.0751 0.0728 2.58 -0.54 -0.30 0.03
H 1.0943 2.0469 -1.0493 0.35 -0.43 0.35 0.10
H 0.1591 -0.3727 -0.9013 -0.27 0.69 0.13 0.10
H 1.8483 -0.1257 -1.2491 -0.03 0.58 -0.25 0.13
H 0.9449 -2.0990 0.7706 0.68 0.14 -0.42 0.07
H 1.4435 -2.5462 -0.8281 0.79 2.05 0.81 0.04
H 2.6613 -1.8680 0.2419 -6.21 2.94 -2.18 -0.06
H 1.0905 1.1821 2.4570 -0.21 -0.22 0.74 0.12
H 1.2179 -0.5634 2.1570 0.11 0.20 0.33 0.08
H -1.1510 -0.7519 1.5616 -0.05 0.03 -0.36 0.08
H -1.4346 0.9941 2.0265 1.27 -3.49 0.94 -0.01
H -1.0540 -0.1097 3.1343 0.84 -0.58 0.58 0.10
C -0.1027 -2.5069 -1.6505 -2.52 0.62 -0.41 -0.13
C -1.5340 -2.1418 -1.8462 -1.74 -1.15 -0.36 -0.21
N -2.3804 -3.2967 -2.2864 0.70 0.71 -1.10 -0.11
C -3.3145 -2.8827 -3.3659 -0.27 -1.33 0.70 -0.24
C -2.7288 -2.2332 -4.6122 -0.31 0.51 -0.18 -0.08
C -2.9801 -4.0640 -1.1506 0.04 -2.90 -5.27 -0.29
C -3.4161 -5.4063 -1.6822 -0.62 -1.48 1.07 -0.08
H -0.0752 -3.2799 -0.8824 0.17 1.28 -0.64 0.02
H 0.3616 -1.6285 -1.2021 -1.78 -1.94 -2.52 -0.01
H 0.3620 -2.8772 -2.5644 0.09 0.04 -0.03 0.13
H -2.0803 -1.9039 -0.9335 1.62 1.33 -0.38 0.06
H -1.6364 -1.2964 -2.5266 -0.09 -0.05 0.01 0.11
H -4.1344 -2.2906 -2.9593 -0.10 0.68 0.16 0.10
H -3.8346 -3.7811 -3.6983 0.03 -0.24 -0.02 0.10
H -2.0468 -1.4087 -4.4044 0.34 -0.32 -0.03 0.06
H -3.5255 -1.7316 -5.1616 -0.39 -0.03 0.12 0.07
H -2.3345 -2.9242 -5.3573 0.47 -0.15 0.43 0.07
H -2.2569 -4.1947 -0.3456 0.34 -0.99 -0.82 0.09
H -3.7749 -3.5508 -0.6093 1.49 -3.36 -5.50 -0.01
H -3.5728 -6.0723 -0.8337 0.82 -0.30 0.64 0.07
H -4.4617 -5.5491 -1.9550 -0.05 0.94 -1.29 0.07
H -2.7001 -5.9112 -2.3307 -0.35 0.25 -0.26 0.06
C -1.6906 2.4282 1.4479 4.52 8.34 2.30 -0.28
C -1.0840 3.7245 1.9654 0.63 1.28 0.33 -0.12
N -2.0514 4.7778 2.4828 1.77 0.36 -3.43 -0.12
C -2.7826 5.4256 1.3353 0.43 0.20 0.45 -0.18
C -1.8274 6.1157 0.3236 -0.03 2.35 3.96 -0.13
C -2.7612 4.4392 3.6734 -0.26 -1.30 -0.59 -0.30
C -3.5818 5.5233 4.2361 -0.69 1.00 -0.10 -0.10
H -2.2909 2.0431 2.2722 3.04 1.79 1.90 0.07
H -1.0573 1.6296 1.0615 -0.45 2.08 -0.19 0.08
H -2.5577 2.5197 0.7938 2.76 4.59 -1.77 0.09
H -0.3471 3.6587 2.7659 -0.40 -0.89 0.54 0.12
H -0.3673 4.0257 1.2013 -1.06 1.27 -0.01 0.06
H -3.4848 4.8111 0.7720 0.04 -1.03 -0.06 0.11
H -3.4719 6.1773 1.7200 0.32 0.22 0.24 0.10
H -2.3261 6.4081 -0.6005 -0.25 0.83 0.78 0.09
H -1.3928 6.9678 0.8462 -0.52 0.78 0.16 0.09
H -0.9079 5.6075 0.0333 -2.20 1.44 2.98 -0.01
H -2.1081 4.0907 4.4734 0.50 -0.23 -0.36 0.13
H -3.4502 3.6371 3.4086 -0.26 -0.56 0.59 0.10
H -4.3566 5.7833 3.5150 -0.31 0.08 0.31 0.07
H -3.0030 6.4323 4.4004 0.06 -0.02 0.30 0.09
H -4.0301 5.1407 5.1530 -0.13 0.39 0.04 0.08
C -3.4502 -2.5972 0.5118 -0.97 5.54 3.16 -0.09
C -3.7342 -1.0856 0.1428 -0.28 0.20 1.23 -0.19
N -4.7774 -0.4103 0.8967 -1.39 0.43 0.91 -0.18
C -4.7207 1.0782 0.7482 -1.65 -1.97 0.73 -0.20
C -3.6276 1.5981 1.5934 -7.35 -3.41 -0.04 -0.19
C -6.1173 -0.9793 0.6456 0.56 0.61 0.47 -0.24
C -7.2712 -0.3237 1.3876 -0.77 0.20 -0.09 -0.10
H -4.2441 -3.2151 0.0923 -1.82 1.95 4.36 0.07
H -3.3291 -2.6463 1.5939 -0.11 0.00 0.20 0.12
H -2.5354 -2.8672 -0.0159 -0.85 1.31 2.38 0.01
H -2.8201 -0.5594 0.4179 0.06 0.10 -0.37 0.09
H -3.9765 -0.8526 -0.8941 0.47 -0.70 -0.76 0.12
H -4.7958 1.4394 -0.2774 0.83 -0.11 -0.71 0.12
H -5.6201 1.5497 1.1444 -0.38 -0.61 0.23 0.10
H -3.9814 2.6104 1.7889 0.89 0.79 -0.47 0.10
H -3.7509 1.2343 2.6135 0.05 -1.04 0.16 0.14
H -2.5964 1.6434 1.2430 -6.39 -6.62 -1.02 -0.08
H -6.1008 -2.0265 0.9476 0.12 -0.13 -0.39 0.11
H -6.3350 -0.8536 -0.4151 -0.20 -0.47 -0.52 0.11
H -7.3789 0.7292 1.1269 0.11 0.02 0.24 0.06
H -7.3360 -0.4537 2.4679 0.69 0.12 0.08 0.08
H -8.2169 -0.7540 1.0580 0.02 -0.29 -0.34 0.07
C -1.1113 3.2253 -1.2613 -0.85 -0.91 -0.24 -0.07
C -0.9104 4.7259 -1.3479 0.18 -4.03 -4.97 -0.28
N -0.4795 4.9368 -2.7646 -1.26 2.39 0.04 -0.11
C -0.1295 6.4116 -2.8621 0.92 -1.13 0.49 -0.27
C 0.4482 6.8021 -4.1687 0.50 0.43 -1.32 -0.12
C -1.5714 4.6350 -3.8103 2.74 -0.42 0.33 -0.20
C -0.8131 3.9833 -5.0097 -1.44 0.40 0.13 -0.09
H -2.0298 2.9224 -1.7639 -0.65 0.42 0.33 0.09
H -1.1404 2.8396 -0.2422 -1.20 1.60 -1.81 0.01
H -0.4413 2.5293 -1.7661 0.43 1.05 -0.36 0.08
H -1.8842 5.1349 -1.0786 0.84 -1.09 -1.89 0.07
H -0.1646 5.1345 -0.6660 1.24 -1.13 -1.79 0.09
H -0.9194 7.1319 -2.6490 -0.62 -0.28 0.30 0.11
H 0.6673 6.5796 -2.1375 -0.14 -0.06 0.46 0.11
H 0.7880 7.8373 -4.1993 -0.51 0.33 0.27 0.08
H 1.3798 6.3005 -4.4305 -0.27 -0.67 -0.01 0.08
H -0.3133 6.6699 -4.9372 0.33 0.07 -0.37 0.07
H -2.0796 5.5599 -4.0832 -0.26 -0.07 0.02 0.10
H -2.2527 3.8556 -3.4689 -0.18 0.53 0.25 0.09
H 0.1357 4.4498 -5.2747 -0.09 -0.23 0.38 0.06
H -1.4705 4.0760 -5.8741 0.00 -0.16 -0.30 0.06
H -0.7421 2.9205 -4.7781 0.54 0.06 -0.16 0.07
C -0.4474 -6.6620 -1.1161 -0.47 -0.16 -0.81 -0.08
C 0.3895 -5.3711 -1.0184 -1.21 -1.52 0.84 -0.22
N 1.1722 -5.2761 0.2342 -2.61 -1.83 0.14 -0.11
C 2.2684 -4.3849 0.1702 -3.21 0.20 -3.74 -0.39
C 3.4096 -5.1242 -0.3581 2.24 -0.84 1.17 -0.05
C 0.2730 -5.2086 1.4618 1.06 -0.18 -1.52 -0.16
C -0.3338 -3.8480 1.6115 -0.31 0.51 -0.81 -0.09
H 0.0500 -7.6230 -0.9853 0.33 0.22 1.07 0.08
H -0.8193 -6.8709 -2.1192 0.16 0.77 -0.57 0.06
H -1.4059 -6.5542 -0.6084 0.39 -0.45 0.70 0.04
H 0.9336 -5.3007 -1.9603 0.75 0.32 0.47 0.13
H -0.3108 -4.5363 -0.9917 -0.12 -1.51 -0.66 0.04
H 2.4155 -3.9578 1.1622 -3.91 1.01 -4.58 0.01
H 2.1299 -3.5290 -0.4904 0.15 -1.79 0.19 0.08
H 3.8583 -5.6309 0.4964 0.45 -0.36 0.28 0.08
H 4.1831 -4.4331 -0.6927 0.16 -0.30 -0.67 0.09
H 3.1740 -5.9821 -0.9878 -0.16 0.64 -0.57 0.09
H -0.4856 -5.9902 1.4217 0.19 -0.10 -0.17 0.12
H 0.9092 -5.3941 2.3273 -0.17 -0.73 -0.32 0.09
H -0.9682 -3.7120 2.4874 0.06 0.03 0.07 0.11
H 0.4824 -3.1267 1.5703 -0.86 -0.64 0.75 0.03
H -0.8912 -3.5984 0.7086 -0.32 -0.16 0.40 0.05
```
Positions in Å, forces in eV/Å.

Calculated values
Gap between HOMO and LUMO, eV: 8.0
ΔE to the lowest compared entry with this formula, charge and spin, eV: 39.361
Lowest unoccupied orbital energy, eV: 0.650
Strongest force on any atom, hartree/bohr: 0.1899



Below is a structure of composition C18H16N8S3SbSe3TeTi at a distorted geometry, with properties calculated with wB97M-V/def2-TZVPD.

```
51
Properties=species:S:1:pos:R:3:forces:R:3:lowdin_charge:R:1
Ti -0.8595 0.0123 1.3301 1.30 -1.29 1.55 0.10
N 2.9874 3.0599 1.7436 0.06 -0.09 0.04 0.10
C 1.9771 2.2400 2.1466 -0.03 0.07 0.05 -0.26
N 1.6333 1.1585 1.5639 -0.18 0.05 -0.36 0.03
C 2.2917 0.7822 0.3848 0.44 0.22 0.18 -0.39
N 1.9083 -0.2571 -0.2521 -0.40 -0.16 0.12 0.07
N 0.7662 -0.8090 0.2879 -0.52 -0.46 -0.04 -0.19
C 0.6112 -2.1353 0.0079 0.21 0.07 -0.12 -0.15
C -0.3631 -2.7878 0.6984 -0.04 -0.28 0.33 -0.34
C -0.5496 -4.2149 0.6734 -0.03 0.22 -0.11 -0.09
C -1.4494 -4.7953 1.4900 -0.24 0.01 0.22 -0.13
C -2.2196 -3.9685 2.3888 0.02 -0.35 -0.10 -0.10
C -2.0446 -2.6306 2.3846 0.34 0.40 -0.23 -0.17
N -1.1416 -1.9934 1.5554 -0.10 0.34 -0.58 -0.09
C 3.4434 1.5799 -0.0755 -0.15 -0.24 0.08 -0.15
C 4.2099 1.2397 -1.1873 0.00 -0.08 0.01 -0.05
C 5.2616 2.0381 -1.5913 0.04 0.11 0.07 -0.10
C 5.5504 3.2117 -0.8917 0.01 -0.08 -0.12 -0.11
C 4.7942 3.5691 0.2061 -0.10 0.00 0.06 -0.03
C 3.7459 2.7475 0.6173 0.09 0.12 0.11 -0.21
H 2.9917 3.9999 2.1014 0.01 0.01 -0.02 0.12
H 1.4455 2.5348 3.0470 -0.03 0.03 -0.03 0.09
H 1.3020 -2.6483 -0.6501 0.04 0.10 -0.04 0.10
H 0.0635 -4.8004 -0.0029 0.01 0.03 -0.02 0.10
H -1.5808 -5.8719 1.4834 -0.03 0.01 0.02 0.08
H -2.9493 -4.3927 3.0652 0.02 -0.04 -0.02 0.09
H -2.6165 -1.9951 3.0508 0.00 0.04 -0.02 0.00
H 3.9376 0.3440 -1.7299 0.00 0.01 0.01 0.11
H 5.8500 1.7648 -2.4582 0.00 0.00 0.00 0.09
H 6.3679 3.8481 -1.2089 -0.02 0.00 -0.01 0.09
H 4.9985 4.4861 0.7477 0.01 -0.02 0.01 0.10
S -4.0193 -0.6372 4.9137 0.09 0.11 -0.06 -0.42
Sb -2.9496 1.0799 3.8094 -0.11 -0.13 0.06 0.18
S -0.5566 0.4467 3.6127 -0.16 -0.05 -0.27 -0.06
S -3.1486 0.5925 1.3807 0.12 -0.04 0.01 -0.13
Se -1.1506 3.2446 1.5291 0.20 1.09 -0.30 -0.07
Se 0.0625 5.1487 1.3557 -0.26 -0.55 0.01 -0.08
Te 0.8038 3.0115 -2.0920 -0.02 0.04 0.28 0.13
Se -0.6723 1.9178 -0.4031 -0.60 0.86 -0.75 -0.18
N -3.9688 0.6279 -4.3250 -0.10 -0.02 0.10 0.11
C -3.5217 -0.3311 -3.4305 0.13 0.25 0.10 -0.38
C -2.7372 0.0528 -2.3218 -0.11 -0.07 -0.27 -0.11
N -2.2971 -0.8271 -1.4590 0.08 -0.13 0.17 0.07
C -2.6646 -2.1049 -1.6404 0.00 0.01 0.01 -0.11
C -3.4449 -2.4660 -2.7138 0.00 0.05 -0.01 -0.13
N -3.8680 -1.5858 -3.6338 -0.06 -0.18 -0.01 0.10
H -3.4461 1.4873 -4.3499 0.05 -0.02 -0.04 0.09
H -4.2523 0.2640 -5.2185 0.04 0.00 -0.03 0.08
H -2.4686 1.0926 -2.1706 0.01 0.01 0.00 0.04
H -2.3233 -2.8308 -0.9148 0.00 0.02 0.01 0.09
H -3.7402 -3.4995 -2.8544 -0.01 0.00 -0.03 0.09
```
Positions in Å, forces in eV/Å.

Calculated values
Total charge: -2
Gap between HOMO and LUMO (spin up / spin down), eV: 4.5 / 3.6
ΔE to the lowest compared entry with this formula, charge and spin, eV: 1.953
Expectation value of S²: 0.764
Lowest unoccupied orbital energy (spin up / spin down), eV: 3.837 / 2.975
Strongest force on any atom, hartree/bohr: 0.0467
2S+1: 2



Below is a structure of composition C14H39AgClN3O5 at a distorted geometry, with properties calculated with wB97M-V/def2-TZVPD.

```
63
Properties=species:S:1:pos:R:3:forces:R:3:lowdin_charge:R:1
Ag 0.4991 -2.2512 0.7804 -0.08 0.15 -0.64 0.59
Cl -0.4417 0.1972 0.5082 0.13 0.62 0.51 -0.03
C 1.2432 4.0785 4.5457 0.75 0.96 0.51 -0.04
C 1.2863 3.2524 3.2442 -0.50 -0.76 3.30 -0.29
C 2.6430 2.4910 3.2107 0.30 -0.18 -0.84 -0.16
O 2.7454 1.5256 2.1510 -0.78 0.29 0.77 -0.16
C 2.7078 2.1940 0.8955 -0.35 1.79 0.11 -0.10
N 0.1707 2.2804 3.3016 2.03 1.92 -2.14 0.37
H 1.6155 3.5135 5.4002 0.26 -0.41 -0.27 0.09
H 0.3339 4.4978 4.9765 -0.64 -0.24 -0.95 0.09
H 1.8998 4.9461 4.4805 0.15 -0.06 -0.25 0.10
H 1.0064 3.8126 2.3521 0.12 0.34 -0.41 0.17
H 2.7819 2.1180 4.2255 -0.42 -1.24 -0.30 0.13
H 3.5417 3.1075 3.1925 -0.36 0.96 -0.59 0.14
H 3.3571 3.0682 0.9444 1.20 -0.44 -0.40 0.10
H 1.8098 2.7935 0.7457 -1.01 -0.59 0.09 0.07
H 2.7856 1.5961 -0.0126 0.47 -0.39 0.67 0.08
H 0.3445 1.6901 2.5008 -0.41 -2.12 -0.37 0.04
H -0.7481 2.6980 3.2636 -1.20 -0.07 0.71 0.12
C 3.7409 -1.0451 -1.2019 -1.28 0.99 -0.61 -0.03
C 2.2618 -0.8962 -1.7610 1.71 1.09 0.50 -0.39
C 2.2372 -0.5483 -3.2803 -2.22 -1.98 0.87 -0.27
O 2.9092 0.5840 -3.5281 1.79 2.37 -0.40 -0.17
C 2.9899 1.0631 -4.8815 0.57 -0.54 0.48 -0.05
N 1.5252 -2.1285 -1.3875 1.14 0.73 -0.77 0.01
H 4.0765 -0.0998 -0.7754 0.15 0.16 -0.41 0.06
H 4.3489 -1.2826 -2.0749 0.48 -0.34 0.47 0.08
H 3.8151 -1.7141 -0.3445 -0.10 -0.52 -0.43 0.07
H 1.8587 0.0326 -1.3572 -0.56 -0.44 0.65 0.08
H 1.1872 -0.3638 -3.5073 -0.65 -0.27 -0.11 0.12
H 2.4938 -1.4297 -3.8679 0.69 -0.17 -0.39 0.13
H 2.1091 1.5656 -5.2813 -0.48 -0.31 0.37 0.09
H 3.2701 0.2174 -5.5096 -0.05 0.08 -0.30 0.09
H 3.7862 1.8068 -4.9085 0.06 -0.18 0.14 0.09
H 2.1923 -2.8011 -1.7379 0.15 -0.88 0.46 0.08
H 0.7686 -2.2348 -2.0480 -0.78 0.15 0.18 0.03
C -3.7063 -3.5762 -0.7742 0.59 -0.49 -0.26 -0.05
C -2.1796 -3.7988 -0.5297 -1.37 -0.19 -2.03 -0.39
C -1.3163 -3.7874 -1.8602 -0.01 1.37 1.53 -0.10
O -0.9794 -2.3878 -2.2578 0.89 -2.73 1.04 -0.28
C -1.9870 -1.5866 -2.7657 -0.92 -0.19 -0.40 -0.10
N -1.7554 -2.8029 0.4325 0.13 0.17 0.22 -0.02
H -4.0122 -3.9817 -1.7386 -0.13 -0.17 0.10 0.08
H -3.9823 -2.5217 -0.7657 0.08 0.01 0.10 0.07
H -4.2313 -4.0937 0.0286 -0.30 0.12 -0.11 0.08
H -2.1006 -4.7696 -0.0404 0.36 -0.17 -0.31 0.13
H -1.6613 -4.4083 -2.6870 -0.86 0.50 -0.11 0.12
H -0.4212 -4.3409 -1.5766 0.74 0.82 -0.09 0.11
H -2.5423 -2.2067 -3.4694 -0.43 0.47 -0.33 0.10
H -1.5356 -0.7199 -3.2484 0.05 -0.17 -0.11 0.10
H -2.6531 -1.2109 -1.9890 -0.16 0.02 0.08 0.08
H -2.5085 -2.8392 1.1046 0.22 -0.15 1.04 0.08
H -1.9983 -1.9032 0.0430 0.47 0.48 -0.49 -0.01
C -3.8252 2.0612 1.7873 -1.13 0.15 -1.69 -0.27
C -3.9967 0.6886 2.3304 -1.01 -1.45 -1.67 -0.19
O -3.4763 -0.3098 1.3735 -0.89 0.18 1.53 -0.12
O -2.5466 2.5375 1.9738 2.62 1.57 2.42 -0.10
H -4.6484 2.7004 2.1066 0.60 0.49 0.73 0.13
H -3.8016 2.2077 0.7075 -1.61 -1.30 -0.53 0.13
H -5.0446 0.3998 2.4119 -0.24 0.24 -0.52 0.12
H -3.7511 0.6437 3.3914 1.26 -0.29 -0.06 0.12
H -2.5419 -0.2220 1.1716 0.59 0.55 0.29 -0.09
H -1.9490 1.8939 1.5861 0.17 -0.31 -0.56 -0.02
```
Positions in Å, forces in eV/Å.

Calculated values
Total charge: +1
Gap between HOMO and LUMO (spin up / spin down), eV: 9.3 / 4.3
ΔE to the lowest compared entry with this formula, charge and spin, eV: 0.000
Expectation value of S²: 0.754
Lowest unoccupied orbital energy (spin up / spin down), eV: -2.447 / -7.379
Strongest force on any atom, hartree/bohr: 0.0758
2S+1: 2